# C4H13NO2

A cluster of 4 separate species, C4H13NO2 in total in a non-equilibrium geometry (the ωB97M-V functional and the def2-TZVPD basis, OMol25).

Last column: natural (NBO) charge in e.
Element x y z (Å)
N: 1.1608 -1.6174 0.6823  -1.074
C: 0.5122 1.4695 2.6873  -0.112
C: -1.3384 0.3533 -0.3965  -0.728
C: -1.2005 0.8559 1.1028  0.286
C: 0.0961 1.3315 1.4504  -0.369
H: 2.1821 -1.7254 0.4929  0.360
H: 1.1147 -0.6950 1.0387  0.317
H: 1.3533 2.1331 2.7897  0.233
H: -0.2628 1.2622 3.4397  0.215
H: -0.7144 0.8331 -1.1318  0.313
H: -2.3772 0.5812 -0.6412  0.234
H: -1.0137 -0.6933 -0.4853  0.339
H: -1.9804 0.4350 1.6533  0.208
H: 0.7079 1.3995 0.5502  0.283
H: -0.7099 -1.8305 -3.5256  0.458
H: -0.1612 -0.8731 -2.2065  0.499
O: -0.8797 -1.5282 -2.6948  -1.081
H: 0.8441 -1.5309 -0.2728  0.396
H: 1.6588 -0.0944 -2.6370  0.447
O: 1.0084 -0.0661 -1.8958  -1.223

Calculated values
- orbital gap (eV) = 3.979
- relative energy (zero: lowest compared OMol25 entry of this formula, charge and spin) (kcal per mole) = 154.52
- total charge = 0
- DFT total energy (eV) = -9937.4958